Record 1
The following is a DFT calculation (ωB97M-V with the def2-TZVPD basis set) of a single C4H10NP molecule in a non-equilibrium geometry.

Summary:
* net charge: 0
* calculated total energy: -554.2722 Ha
* orbital gap (alpha / beta): 5.123 / 8.626 eV
* ⟨S²⟩: 2.01
* 2S+1: 3
* max |F|: 7.48 eV/Å

Last column: Löwdin charge in e.
Element x y z (Å)
C: 1.42 -0.45 -0.14  -0.204
C: 0.52 -0.82 0.79  -0.330
C: 2.80 0.14 0.09  -0.102
C: -2.42 1.11 0.03  -0.210
N: -0.81 -1.14 0.51  -0.259
P: -1.67 -0.58 -0.58  0.680
H: 1.07 -0.74 -1.14  0.078
H: 0.84 -0.73 1.82  0.087
H: 2.98 0.47 1.12  0.068
H: 3.58 -0.63 -0.11  0.080
H: 2.95 0.98 -0.58  0.062
H: -1.36 1.53 0.09  0.045
H: -3.21 1.77 -0.26  0.017
H: -2.63 0.74 0.98  -0.020
H: -1.20 -0.13 -1.80  -0.024
H: -2.85 -1.52 -0.82  0.032


Record 2
The following is a DFT calculation (ωB97M-V with the def2-TZVPD basis set) of 3 unconnected molecules or ions with the total composition C6H16O2 in a non-equilibrium geometry.

Summary:
* net charge: 0
* calculated total energy: -388.6293 Ha
* orbital gap: 9.430 eV
* max |F|: 2.77 eV/Å

Last column: Löwdin charge in e.
Element x y z (Å)
C: 1.49 1.07 -2.29  -0.091
C: 0.82 -0.17 -1.66  -0.203
C: -0.57 0.09 -1.01  -0.310
C: -1.52 0.90 -1.48  -0.140
C: -2.84 1.38 -0.96  -0.102
C: -0.71 -0.78 0.19  -0.087
H: 0.68 1.76 -2.59  0.054
H: 2.12 1.41 -1.47  0.073
H: 2.08 0.92 -3.18  0.063
H: 1.34 -0.57 -0.79  0.080
H: 0.70 -0.91 -2.44  0.110
H: -1.24 1.33 -2.44  0.089
H: -3.15 2.33 -1.39  0.062
H: -2.76 1.65 0.12  0.080
H: -3.61 0.62 -1.09  0.074
H: -0.50 -1.80 -0.08  0.082
H: -0.12 -0.38 1.09  0.100
H: -1.66 -0.83 0.74  0.070
H: -0.98 0.69 5.01  0.034
H: -0.96 0.03 3.65  0.022
O: -0.41 0.17 4.44  -0.063
H: 2.79 -1.80 1.97  0.036
H: 3.83 -1.81 0.96  0.033
O: 3.09 -2.36 1.24  -0.068